Arrangement one

The molecule C8H17BN2. Source: OMol25; level of theory: ωB97M-V/def2-TZVPD.

The geometry in ORCA input format:
```
! wB97M-V def2-TZVPD RIJCOSX def2/J DEFGRID3
* xyz 0 1
B 1.9126 -1.1419 -0.8207
C -2.2370 0.7691 -0.4151
C -1.2235 1.9322 -0.5147
C -1.7880 -0.1330 0.7396
C 0.1836 1.3783 -0.7432
C -0.3400 -0.6876 0.5451
C 0.6794 0.5452 0.3437
C -0.4424 -2.9458 -0.0822
C 3.0312 0.8293 0.3445
N -0.3831 -1.5937 -0.5129
N 1.9415 -0.0566 -0.0479
H 2.5843 -1.8173 -1.3891
H -3.2463 1.1337 -0.0391
H -2.1727 0.1640 -1.3875
H -1.6026 2.7403 -1.1672
H -1.3673 2.4237 0.4949
H -1.8269 0.3985 1.7454
H -2.4283 -0.9642 0.5705
H 0.2730 0.7067 -1.5433
H 0.9919 2.1903 -0.9156
H -0.1141 -1.3540 1.5413
H 0.8436 1.1326 1.3450
H -0.2250 -3.5247 -0.9564
H 0.1740 -3.0871 0.7367
H -1.4165 -3.2560 0.2528
H 2.6743 1.7641 -0.0908
H 2.9541 0.7813 1.5240
H 3.8923 0.3953 -0.1171
*
```

---

Arrangement two

A cluster of 2 separate species, C8H17BN2 in total. Source: OMol25; level of theory: ωB97M-V/def2-TZVPD.

The geometry in ORCA input format:
```
! wB97M-V def2-TZVPD RIJCOSX def2/J DEFGRID3
* xyz 0 1
B -0.5758 -0.1005 0.4200
C 1.6330 0.8133 -1.7941
C 1.3958 -0.2901 -1.1120
C -1.8469 0.7484 2.2297
C -2.5532 -0.5209 1.7037
C 2.7889 0.9463 -2.7272
C 2.0108 -1.6915 -1.0168
C -0.0518 2.2932 1.4631
C -2.0037 -2.1990 -0.0359
N -0.7255 1.0006 1.2835
N -1.5493 -1.0796 0.8056
H 1.0928 1.8101 -1.8147
H -2.3997 1.7320 2.1201
H -1.4321 0.6191 3.1659
H -2.7390 -1.2052 2.5344
H -3.4080 -0.3927 1.0934
H 3.6632 0.4663 -2.4879
H 3.2280 1.9096 -2.8892
H 2.5179 0.6289 -3.6548
H 1.7015 -2.0160 0.0280
H 1.7172 -2.2884 -1.9919
H 3.1102 -1.4631 -1.1489
H -0.4337 3.2129 1.1141
H 0.0447 2.2655 2.5981
H 0.9131 2.1105 0.8639
H -1.0154 -2.3592 -0.5296
H -2.1855 -3.0168 0.6052
H -2.8975 -1.9338 -0.8255
*
```

---

Most stable structure, least stable structure: arrangement one, arrangement two.

---

Arrangement one

The molecule C11H16N2. Source: OMol25; level of theory: ωB97M-V/def2-TZVPD.

The geometry in ORCA input format:
```
! wB97M-V def2-TZVPD RIJCOSX def2/J DEFGRID3
* xyz 0 1
C -0.5803 0.5930 0.0577
C -1.0709 1.2799 1.0996
C 0.4375 -1.4575 0.3057
C -1.2468 0.5204 -1.2208
C -0.3914 1.4791 2.3987
C 0.4598 -2.3805 -0.9053
C -1.4707 -0.9093 -1.8582
C 1.1042 1.7880 1.9238
C -0.1736 -1.6478 -2.0271
C 1.7046 0.5286 1.2878
C 0.8040 -0.0082 0.1102
N -0.4478 -2.0264 2.4939
N -0.0847 -1.8081 1.4373
H -2.2852 1.0686 -1.1513
H -0.6722 1.0986 -1.8965
H -0.7800 2.3552 2.7968
H -0.3440 0.6907 3.0710
H 1.4951 -2.6126 -1.1624
H 0.0396 -3.3752 -0.7341
H -2.1318 -1.5410 -1.2852
H -1.9217 -0.7759 -2.7580
H 1.0188 2.4999 1.1453
H 1.6998 2.1675 2.7430
H 0.6933 -1.2007 -2.6463
H -0.3580 -2.4381 -2.7138
H 2.7403 0.6589 1.0257
H 1.7084 -0.3464 2.0291
H 1.3743 0.2037 -0.7269
H -2.0819 1.5872 1.2149
*
```

---

Arrangement two

The molecule C11H16N2. Source: OMol25; level of theory: ωB97M-V/def2-TZVPD.

The geometry in ORCA input format:
```
! wB97M-V def2-TZVPD RIJCOSX def2/J DEFGRID3
* xyz 0 1
C 0.9265 2.7616 0.0505
C 1.8877 1.5126 -0.0828
C 2.3244 -0.7374 -0.5465
C 1.5800 -2.0790 -0.5052
C 0.6577 -1.8090 0.6689
C 0.2478 -0.3581 0.5434
C -1.1098 -0.1699 0.1999
C -2.1056 -0.0881 1.1566
C -3.4099 -0.0169 0.7604
C -3.6303 0.0743 -0.6426
C -1.5024 -0.1993 -1.1325
H 1.4449 3.7136 0.3397
H 0.0884 2.4824 0.6707
H 0.4543 2.8517 -0.9187
H 2.5043 1.7579 -1.0185
H 2.5947 1.3581 0.8146
H 2.8218 -0.5772 -1.4517
H 3.0202 -0.7955 0.3580
H 1.0107 -2.2653 -1.4428
H 2.2160 -2.9583 -0.2547
H 1.1153 -2.1175 1.5967
H -0.2694 -2.4268 0.7211
H 0.4064 0.1072 1.5087
H -1.8991 -0.3010 2.2668
H -4.3890 0.1542 1.3168
H -4.6650 0.2543 -0.9629
H -0.7753 -0.2008 -1.9750
N 1.1850 0.2282 -0.4293
N -2.7301 -0.1560 -1.6096
*
```

---

Most stable structure, least stable structure: arrangement two, arrangement one.

---

Arrangement one

The molecule C9H14N2OS. Source: OMol25; level of theory: ωB97M-V/def2-TZVPD.

The geometry in ORCA input format:
```
! wB97M-V def2-TZVPD RIJCOSX def2/J DEFGRID3
* xyz 0 1
C -0.4094 1.8888 0.0563
C -0.1048 0.5556 0.0704
C -0.6761 2.1658 1.4136
C 0.0424 -1.2544 1.7515
C -0.5173 -2.2442 0.7514
C 0.5669 -1.0234 -1.5590
C -1.0516 3.4739 2.0142
C 1.8691 -0.4533 -2.0027
C -0.5672 -1.0664 -2.5269
N -0.5385 1.0744 2.1568
N -0.1808 0.0951 1.3177
O 2.0422 -2.4842 0.0729
S 0.7465 -2.5647 -0.6031
H -0.4428 2.5569 -0.7780
H -0.4173 -1.3585 2.7371
H 1.1216 -1.4510 1.8469
H -0.6733 -3.2164 1.2155
H -1.4347 -1.9019 0.2819
H -1.1033 3.3690 3.0950
H -0.3113 4.2319 1.7608
H -2.0197 3.8064 1.6408
H 2.2387 -0.9927 -2.8801
H 2.6038 -0.5594 -1.2062
H 1.7745 0.5976 -2.2663
H -1.4223 -1.5953 -2.1113
H -0.2556 -1.5866 -3.4382
H -0.8796 -0.0631 -2.8109
*
```

---

Arrangement two

A structure of composition C9H14N2OS. Source: OMol25; level of theory: ωB97M-V/def2-TZVPD.

The geometry in ORCA input format:
```
! wB97M-V def2-TZVPD RIJCOSX def2/J DEFGRID3
* xyz 0 1
C 2.3817 -2.0859 -0.4993
C 2.1855 -0.9087 0.5120
C 0.9907 -0.2549 0.5656
C 3.1561 -0.1619 1.2900
C -0.3378 -0.3682 0.0454
C -1.5245 -0.0137 1.0672
C -2.3842 1.2523 0.7054
C -2.1226 0.2938 -1.6603
C -0.6112 0.4392 -1.2586
H 3.8048 -2.1763 -0.5338
H 1.9407 -1.8190 -1.6189
H 2.0650 -3.4478 0.1903
H 3.1648 2.0628 1.8497
H -0.6719 -1.5039 -0.4167
H -2.0301 -0.9725 0.6251
H -1.4137 -0.0149 2.0344
H -1.6147 2.1277 1.0020
H -3.3146 1.3174 1.3339
H -3.2402 2.0077 -1.3148
H -2.3932 0.5918 -2.6147
H -2.4351 -0.6588 -1.3996
H -0.1442 1.4928 -1.3192
H -0.2674 -0.2583 -2.0406
N 2.6726 1.1806 1.2751
N -2.9909 1.2134 -0.6729
O 4.1948 -0.6339 1.6426
S 0.9396 1.2991 1.2105
*
```

---

Most stable structure, least stable structure: arrangement one, arrangement two.

---

Arrangement one

A cluster of 2 separate species, C2H3NO in total. Source: OMol25; level of theory: ωB97M-V/def2-TZVPD.

The geometry in ORCA input format:
```
! wB97M-V def2-TZVPD RIJCOSX def2/J DEFGRID3
* xyz 0 1
O -0.5831 1.2017 -0.1726
C -0.0143 -1.0239 0.1274
C 1.0537 -0.1909 0.0626
N 1.4582 0.9246 -0.0629
H -1.1703 1.9812 -0.2843
H -0.3293 -1.5725 -0.7557
H -0.3974 -1.3430 1.0924
*
```

---

Arrangement two

The molecule C2H3NO. Source: OMol25; level of theory: ωB97M-V/def2-TZVPD.

The geometry in ORCA input format:
```
! wB97M-V def2-TZVPD RIJCOSX def2/J DEFGRID3
* xyz 0 1
C -0.7307 -0.3612 -0.1937
C 1.3041 0.7154 0.1561
H -0.2212 -1.4241 0.0946
H -1.5660 -0.4567 -1.0754
H -1.3911 -0.1731 0.7433
N 0.2205 0.7935 -0.3126
O 2.3844 0.9063 0.5878
*
```

---

Arrangement three

The molecule C2H3NO. Source: OMol25; level of theory: ωB97M-V/def2-TZVPD.

The geometry in ORCA input format:
```
! wB97M-V def2-TZVPD RIJCOSX def2/J DEFGRID3
* xyz 0 1
C 0.4720 -0.0701 0.0439
C -0.9172 -0.4052 0.0971
N 1.6799 0.1196 0.0326
O -0.8408 0.9906 0.0251
H -1.0909 -0.6603 -0.9285
H -1.3217 -1.0026 0.8079
H 2.0187 1.0280 -0.0781
*
```

---

Arrangement four

A cluster of 2 separate species, C2H3NO in total. Source: OMol25; level of theory: ωB97M-V/def2-TZVPD.

The geometry in ORCA input format:
```
! wB97M-V def2-TZVPD RIJCOSX def2/J DEFGRID3
* xyz 0 1
C -1.6830 -0.6279 0.7325
C -1.0638 0.0733 -0.0013
N 1.4059 0.1464 -0.7229
O 2.0551 -0.2795 0.1840
H -2.0443 -1.3250 1.3667
H -0.6501 0.9888 -0.4053
H 1.9803 1.0239 -1.1537
*
```

---

Most stable structure, least stable structure: arrangement two, arrangement four.

---

Arrangement one

The molecule C2H3NO. Source: OMol25; level of theory: ωB97M-V/def2-TZVPD.

The geometry in ORCA input format:
```
! wB97M-V def2-TZVPD RIJCOSX def2/J DEFGRID3
* xyz 0 1
C -0.5613 -0.2577 0.4923
C 0.4685 0.2886 -0.6819
N -1.5660 -0.8413 0.9176
O -0.3079 -0.2646 1.7828
H 0.3017 1.2612 -0.9498
H 0.2060 -0.3562 -1.4075
H 1.4590 0.1701 -0.1535
*
```

---

Arrangement two

The molecule C2H3NO. Source: OMol25; level of theory: ωB97M-V/def2-TZVPD.

The geometry in ORCA input format:
```
! wB97M-V def2-TZVPD RIJCOSX def2/J DEFGRID3
* xyz 0 1
O -1.0134 0.6105 -0.5272
C -0.2418 -0.4417 -0.0160
C 1.1652 0.0182 0.0753
N 2.1663 0.6027 0.0768
H -1.1550 1.2740 0.1588
H -0.3202 -1.2718 -0.7316
H -0.6012 -0.7919 0.9638
*
```

---

Arrangement three

The molecule C2H3NO. Source: OMol25; level of theory: ωB97M-V/def2-TZVPD.

The geometry in ORCA input format:
```
! wB97M-V def2-TZVPD RIJCOSX def2/J DEFGRID3
* xyz 0 1
O -0.8907 0.7686 -0.4231
C -0.2236 -0.6116 0.0751
C 1.1160 -0.0313 0.0460
N 1.9264 0.7805 -0.0193
H -1.1642 1.6443 0.0146
H -0.3318 -1.4104 -0.7340
H -0.4220 -1.1538 1.0442
*
```

---

Arrangement four

A cluster of 3 separate species, C2H3NO in total. Source: OMol25; level of theory: ωB97M-V/def2-TZVPD.

The geometry in ORCA input format:
```
! wB97M-V def2-TZVPD RIJCOSX def2/J DEFGRID3
* xyz 0 1
C -0.0806 0.9122 -0.6502
C -0.0939 -0.0028 0.5232
N -0.9892 -0.5188 1.1882
O 0.2367 2.0143 -0.8727
H -0.7091 -1.2376 1.8502
H 0.6808 -0.4440 -1.4327
H 0.9553 -0.7234 -0.6061
*
```

---

Most stable structure, least stable structure: arrangement two, arrangement four.